Formula: C8H9N2O2P
Source: the Open Molecules 2025 dataset
Level of theory: wB97M-V/def2-TZVPD

```
22
Properties=species:S:1:pos:R:3:forces:R:3:nbo_charge:R:1
C 2.411 -1.812 -0.148 -1.92 2.14 0.79 -0.21
C 2.382 -0.750 -1.049 -0.35 0.77 1.68 -0.21
C 1.762 -1.675 1.093 0.95 1.36 -1.50 -0.21
C 1.770 0.464 -0.741 -1.08 -0.50 1.29 -0.21
C 1.184 -0.446 1.458 -2.24 -0.45 -0.75 -0.20
C 1.036 0.612 0.505 1.96 -1.30 -0.30 -0.37
C -3.102 -1.663 -0.084 0.58 0.26 0.87 0.84
C -0.935 2.325 -0.086 0.23 0.16 0.95 0.21
N -2.164 -2.397 -0.151 1.38 -3.48 -0.61 -0.78
N -1.681 3.461 -0.117 -1.36 0.51 -0.96 -0.82
O -3.785 -0.760 0.125 -1.50 0.92 -0.27 -0.50
O -1.245 1.426 -0.986 -1.06 -0.58 -1.66 -0.68
P 0.263 2.154 1.081 0.97 0.26 0.85 0.32
H 2.679 -2.740 -0.516 1.04 -1.82 -0.29 0.20
H 2.906 -0.822 -1.949 0.57 -0.24 -1.48 0.21
H 1.774 -2.532 1.698 -0.31 -0.80 1.11 0.21
H 1.764 1.224 -1.517 -0.08 0.20 0.34 0.22
H 0.437 -0.445 2.310 1.48 0.21 -0.62 0.22
H -2.066 -3.451 -0.197 -0.45 2.36 0.01 0.44
H -0.967 0.547 -0.702 0.47 0.03 -0.07 0.52
H -2.434 3.504 -0.814 0.54 -0.29 0.52 0.39
H -1.987 3.777 0.787 0.20 0.29 0.08 0.40
```
Forces are in eV/Å.

Calculated values
Total charge: 0
Maximum force: 0.0737 Eh/bohr
SMILES string: N/C(O)=P/c1ccccc1.N=C=O
HOMO: -7.42 eV
DFT total energy: -911.5435 Ha

Formula: C34H41ClN4O3S2Si2TeTi
Source: the Open Molecules 2025 dataset
Level of theory: wB97M-V/def2-TZVPD

```
89
Properties=species:S:1:pos:R:3:forces:R:3:lowdin_charge:R:1
Ti -0.045 -0.012 -0.212 0.08 0.10 -0.09 0.98
Cl 7.004 -2.146 -0.276 0.00 0.00 -0.01 0.74
C 5.405 -1.540 -0.473 0.02 -0.01 -0.01 -0.65
C 5.035 -0.945 -1.682 0.01 -0.01 0.02 -0.05
C 3.760 -0.443 -1.856 -0.01 0.02 -0.01 0.01
C 2.838 -0.539 -0.822 0.00 0.08 -0.06 -0.27
O 1.607 -0.020 -0.961 -0.05 -0.32 0.02 -0.27
C 3.194 -1.146 0.388 0.04 -0.02 -0.03 -0.11
C 2.264 -1.241 1.473 0.20 -0.07 -0.02 0.01
N 1.020 -0.909 1.422 -0.24 0.19 0.01 0.04
C 0.235 -1.008 2.605 -0.08 0.01 0.08 -0.18
C 0.425 -1.894 3.628 0.01 0.02 -0.03 0.03
C -0.388 -1.828 4.780 0.00 -0.03 0.04 -0.02
C -1.378 -0.894 4.892 -0.01 0.03 -0.01 0.00
C -1.635 -0.004 3.822 0.05 -0.03 -0.06 -0.14
C -2.685 0.937 3.816 -0.03 0.01 0.03 0.04
C -2.909 1.697 2.701 -0.02 0.03 -0.02 0.00
C -2.078 1.530 1.587 0.01 -0.05 0.02 -0.11
N -1.059 0.689 1.571 -0.06 0.07 0.02 -0.02
C -0.831 -0.084 2.672 0.03 -0.04 0.03 -0.16
C 4.497 -1.639 0.554 -0.02 0.01 0.03 -0.02
H 5.760 -0.878 -2.481 0.00 0.00 0.00 0.12
H 3.468 0.019 -2.789 0.00 0.00 0.00 0.11
H 2.664 -1.609 2.416 0.02 0.00 0.00 0.15
H 1.187 -2.660 3.566 -0.01 0.00 0.01 0.13
H -0.213 -2.529 5.585 0.01 0.00 -0.01 0.12
H -1.984 -0.835 5.787 0.00 0.00 -0.01 0.13
H -3.316 1.036 4.691 0.00 0.00 -0.01 0.14
H -3.716 2.413 2.651 0.00 -0.01 0.03 0.13
H -2.267 2.092 0.680 0.03 -0.01 -0.01 0.07
H 4.788 -2.101 1.489 -0.01 0.00 0.00 0.13
O -3.075 -2.059 1.945 0.02 0.03 0.02 0.07
C -3.736 -2.696 0.935 -0.02 -0.04 -0.02 -0.24
C -4.769 -3.585 1.204 0.01 0.01 0.09 0.00
C -5.461 -4.191 0.172 0.02 0.01 -0.07 -0.05
C -5.135 -3.914 -1.152 -0.02 -0.02 0.06 -0.06
C -4.108 -3.033 -1.419 0.00 0.01 -0.04 -0.01
C -3.388 -2.420 -0.388 -0.06 0.02 -0.09 -0.08
C -2.295 -1.515 -0.751 0.13 -0.02 0.17 -0.35
O -1.205 -1.455 0.018 0.01 -0.11 -0.12 -0.13
N -2.334 -0.819 -1.834 -0.04 -0.01 -0.04 0.05
N -1.092 -0.190 -2.035 0.00 0.06 0.00 -0.18
C -0.889 0.052 -3.304 0.06 0.01 0.04 -0.87
S -2.124 -0.283 -4.462 -0.03 0.01 -0.02 1.04
C -1.261 0.523 -5.841 0.00 -0.03 0.00 -0.48
C 0.226 0.320 -5.653 0.01 0.02 -0.02 -0.46
S 0.613 0.664 -3.911 -0.03 0.01 0.02 1.00
H -3.422 -2.381 2.785 0.00 0.00 0.00 0.12
H -5.035 -3.793 2.234 0.00 0.00 -0.01 0.12
H -6.260 -4.882 0.403 0.00 0.00 0.00 0.12
H -5.673 -4.387 -1.961 0.00 0.00 0.00 0.11
H -3.831 -2.813 -2.441 0.01 0.01 0.01 0.12
H -1.527 1.579 -5.853 0.00 0.00 0.01 0.08
H -1.612 0.057 -6.761 0.00 0.00 0.00 0.09
H 0.809 1.011 -6.259 0.01 0.00 0.01 0.09
H 0.530 -0.702 -5.875 -0.01 -0.01 0.00 0.09
C -3.322 5.670 -1.849 -0.02 -0.01 -0.02 -0.17
Si -2.359 4.080 -1.935 0.09 0.00 -0.01 0.43
C -3.467 2.618 -1.582 -0.08 -0.02 -0.01 -0.17
C -1.559 3.888 -3.613 -0.06 -0.02 -0.02 -0.17
C -1.015 4.252 -0.598 -0.06 0.09 0.06 -0.53
Te 0.517 2.810 -0.268 0.01 -0.02 -0.06 1.42
C 1.743 3.245 -1.946 0.04 0.03 0.01 -0.55
Si 3.083 4.545 -1.547 -0.02 -0.03 0.00 0.40
C 4.208 3.764 -0.279 0.03 0.00 0.01 -0.18
C 3.966 4.891 -3.149 0.01 0.02 0.00 -0.17
C 2.274 6.078 -0.854 0.00 0.02 0.02 -0.18
H -4.127 5.665 -2.588 0.00 0.00 0.01 0.05
H -2.688 6.533 -2.062 0.00 0.00 0.01 0.04
H -3.779 5.822 -0.869 0.01 0.00 0.00 0.04
H -4.219 2.559 -2.374 0.01 -0.02 0.00 0.05
H -4.023 2.731 -0.647 0.02 0.02 0.00 0.04
H -2.955 1.653 -1.568 0.01 0.01 -0.01 0.00
H -2.344 3.853 -4.373 0.02 0.00 0.00 0.05
H -0.973 2.970 -3.695 0.00 0.01 0.02 -0.02
H -0.911 4.733 -3.858 0.00 0.01 0.02 0.05
H -1.470 4.399 0.385 -0.01 -0.01 -0.01 0.02
H -0.439 5.163 -0.787 0.01 -0.01 0.00 0.00
H 1.086 3.518 -2.771 -0.01 0.02 0.02 -0.01
H 2.221 2.298 -2.199 0.00 0.01 0.01 -0.03
H 4.644 2.830 -0.645 -0.01 0.00 -0.01 0.03
H 3.683 3.552 0.655 0.00 0.00 0.00 0.02
H 5.036 4.434 -0.037 -0.01 0.00 0.00 0.04
H 4.411 3.985 -3.567 0.00 0.00 0.00 0.04
H 4.772 5.611 -2.994 0.00 -0.01 0.00 0.04
H 3.290 5.313 -3.896 0.00 -0.01 0.00 0.04
H 1.767 5.879 0.094 -0.02 0.00 -0.01 0.03
H 1.558 6.522 -1.550 0.00 -0.02 0.00 0.04
H 3.031 6.838 -0.649 0.01 -0.02 -0.01 0.05
```
Forces are in eV/Å.

Calculated values
Total charge: +2
Maximum force: 0.0064 Eh/bohr
HOMO: -13.07 eV
DFT total energy: -4717.7231 Ha

Formula: C4H10N3O
Source: the Open Molecules 2025 dataset
Level of theory: wB97M-V/def2-TZVPD

```
18
Properties=species:S:1:pos:R:3:forces:R:3:nbo_charge:R:1
C -0.649 -1.001 -0.204 5.70 1.54 1.03 0.47
C 0.340 1.376 -1.207 -2.12 0.39 1.53 -0.64
C 0.429 0.992 1.285 -1.29 -0.57 0.08 -0.63
C 0.729 0.476 -0.088 -5.47 -1.85 -0.30 0.20
N 1.958 0.039 -0.189 4.52 -0.12 -0.26 0.16
N -0.205 -2.136 0.170 -0.64 -2.92 0.66 -0.75
N -1.854 -0.673 -0.117 -3.34 0.95 -0.32 -0.76
O 2.364 -1.061 -0.012 -0.25 -0.95 -0.10 -0.23
H -0.647 1.903 -1.082 0.86 -0.78 0.13 0.23
H 1.055 2.110 -1.197 1.76 2.14 -0.37 0.25
H 0.370 0.862 -2.100 0.05 -0.95 -2.04 0.24
H 0.918 1.903 1.472 0.51 1.41 -0.02 0.26
H 0.563 0.386 2.182 0.20 -0.55 -0.56 0.26
H -0.622 1.123 1.073 -0.47 0.76 1.16 0.23
H 0.803 -2.282 0.103 -0.54 -0.51 0.37 0.45
H -0.938 -2.855 0.455 1.90 0.67 -0.47 0.41
H -1.987 0.116 -0.693 -1.48 1.19 -0.27 0.42
H -2.627 -1.279 0.151 0.09 0.16 -0.24 0.42
```
Forces are in eV/Å.

Calculated values
Total charge: +1
Maximum force: 0.1165 Eh/bohr
HOMO (spin up / spin down): -13.57 / -13.57 eV
DFT total energy: -397.5160 Ha